{
  "formula": "C17H33MoNO3P2",
  "method": "ωB97M-V/def2-TZVPD",
  "symbols": ["Mo", "P", "P", "N", "H", "C", "H", "H", "H", "C", "H", "H", "H", "C", "H", "H", "H", "C", "H", "H", "H", "C", "H", "H", "H", "C", "H", "H", "H", "C", "C", "C", "C", "C", "C", "H", "H", "H", "H", "H", "C", "O", "C", "H", "H", "H", "C", "H", "H", "H", "C", "O", "C", "O", "H", "H", "H"],
  "xyz": [[-0.1898, 0.2737, 0.0040], [-0.8455, -2.2274, 1.2456], [0.3220, 2.4542, -0.7344], [-0.7698, -0.4207, -1.4287], [0.0064, -1.0292, 1.1601], [-2.5583, -2.1866, 1.7352], [-2.7110, -3.1506, 2.2484], [-3.1835, -2.1253, 0.8312], [-2.8058, -1.3546, 2.4128], [0.1957, -2.6537, 2.6497], [-0.2723, -3.5416, 3.0899], [0.2130, -1.8260, 3.3821], [1.2306, -2.8152, 2.3053], [-0.5166, -3.3163, -0.1241], [-0.6078, -4.3152, 0.3420], [0.4961, -3.1573, -0.5358], [-1.2870, -3.1636, -0.9014], [-0.9649, 3.7433, -0.9351], [-0.4773, 4.6408, -1.3296], [-1.3903, 3.9382, 0.0543], [-1.7175, 3.3657, -1.6356], [1.7436, 3.3496, 0.0124], [1.8599, 4.2787, -0.5561], [2.6490, 2.7404, -0.0902], [1.5001, 3.5570, 1.0596], [0.9222, 2.2361, -2.4581], [1.2900, 3.2151, -2.7789], [0.0833, 1.9208, -3.0902], [1.7260, 1.4885, -2.4783], [-0.8815, -0.9199, -2.7418], [-2.2438, -1.4726, -4.6487], [-2.1499, -0.9650, -3.3614], [0.3038, -1.3338, -3.3704], [0.2378, -1.8393, -4.6627], [-1.0409, -1.9065, -5.2789], [-3.2263, -1.5265, -5.1572], [-3.0050, -0.6104, -2.7802], [1.2305, -1.2361, -2.7970], [1.1645, -2.1647, -5.1744], [-1.0972, -2.2985, -6.3024], [-0.7031, 2.1271, 3.3156], [-0.6204, 2.8843, 2.3123], [-2.0129, 1.4409, 3.6588], [-2.4022, 1.5910, 4.6896], [-1.7832, 0.3632, 3.4578], [-2.7964, 1.7167, 2.9347], [0.5814, 1.6043, 3.9211], [1.3217, 2.3650, 4.3059], [1.0869, 1.1356, 3.0343], [0.3954, 0.8162, 4.6586], [3.8654, -0.6291, 1.4817], [2.4385, -0.6707, 1.3197], [1.9812, -0.2921, 0.0499], [2.7724, -0.1749, -0.9024], [4.2909, -1.2502, 0.6870], [4.0796, -1.0670, 2.4635], [4.2723, 0.3943, 1.4314]],
  "atomic_forces_ev_per_a": [[1.4938, -0.0909, 4.3077], [0.4020, 2.0857, -0.8756], [0.5914, 0.2101, -0.9306], [-1.9705, -2.0971, -4.7204], [0.9879, 1.0690, -0.1357], [-0.5228, -0.9758, 0.2987], [-0.5752, 0.2498, -0.0039], [0.2470, 0.0065, 0.3478], [0.3335, -0.3283, -0.3462], [-0.3749, -0.5622, 0.3588], [0.5736, -0.0323, 0.3038], [-0.1370, -0.3223, -0.3854], [-0.5025, -0.0573, 0.1109], [-0.4268, -0.9842, 0.2533], [0.1348, -0.0116, -0.7578], [-0.5341, 0.0597, 0.2909], [0.4722, -0.0781, 0.3053], [0.5177, -0.0646, 0.1877], [-0.2893, 0.0478, -0.0133], [-0.0863, 0.0462, -0.2733], [0.0756, 0.1336, 0.2252], [-0.4713, 0.0080, -0.1468], [0.1380, 0.0068, 0.2344], [-0.2542, 0.0685, 0.1096], [0.2428, 0.0332, -0.1858], [-0.1317, 0.3004, 0.2194], [0.0557, -0.1085, -0.2838], [0.2572, -0.0040, 0.0895], [-0.2624, 0.1874, 0.0350], [0.1597, 0.8821, 1.9302], [0.9791, -0.2130, -0.2508], [0.3193, -0.1415, 0.1087], [-0.0393, -0.2171, -0.2368], [-0.8941, 0.1051, -0.0186], [-0.0778, -0.1134, -0.5079], [0.8465, -0.0282, 0.2507], [0.2196, -0.1132, -0.3037], [-0.2262, -0.0281, -0.3116], [-0.8378, 0.1904, 0.2222], [-0.0284, 0.1547, 0.4361], [0.3434, 1.4700, -2.9777], [-0.4462, -1.5798, 2.8417], [-0.1691, -0.3032, -0.2480], [0.5795, -0.1992, -0.5523], [-0.2892, 0.6311, 0.5046], [0.4280, 0.1211, 0.2960], [0.8747, -0.0430, -0.3186], [-1.1419, -0.5961, -0.3536], [-0.2309, 0.1654, 0.7578], [0.1340, 0.2839, 0.0123], [0.0541, -0.5447, -0.1086], [0.5588, 0.4438, -0.1679], [-0.3064, 1.4943, -1.5467], [-0.8124, -0.6825, 1.9961], [0.3207, 0.2748, 0.2329], [-0.0338, 0.1330, -0.2138], [-0.2680, -0.3426, -0.0922]],
  "homo_lumo_gap_ev": [4.87, 6.21],
  "homo_energy_ev": [-4.581, -5.993],
  "relative_energy_kcal_mol": 102.4,
  "spin_multiplicity": 3
}